#a
# C4H10N

An isolated ion of composition C4H10N and charge +1 (ωB97M-V/def2-TZVPD, the OMol25 dataset).

Output
Structure (SMILES)   C=[NH+]CCC
Lowest unoccupied orbital energy   -0.197 Ha
Net charge   +1

Element x y z (Å)
H1 0.846 -0.946 -0.725
C1 -1.155 -1.587 -0.586
H2 -0.895 -2.311 -1.349
H3 -1.770 -2.077 0.218
H4 -1.844 -0.819 -1.036
C2 -0.300 0.568 0.195
H5 -0.916 0.528 1.068
C3 1.508 2.219 0.194
N1 0.907 1.191 0.684
H6 0.243 -1.514 0.783
C4 0.019 -0.881 -0.039
H7 1.393 0.828 1.529
H8 -0.605 1.103 -0.697
H9 0.890 2.763 -0.385
H10 2.428 2.489 0.579

Results of the Löwdin charge analysis, in e, for atoms 1 through 4: atom 1 (H): 0.119, atom 2 (C): -0.102, atom 3 (H): 0.088, atom 4 (H): 0.107

=====

#b
# C4H10N

A 2-piece molecular cluster, C4H10N overall (ωB97M-V/def2-TZVPD, the OMol25 dataset).

Output
Lowest unoccupied orbital energy   -0.327 Ha
Net charge   +1

Element x y z (Å)
H1 1.391 -1.893 0.772
C1 1.074 0.291 0.690
H2 0.598 -1.084 -0.744
H3 0.613 1.447 -1.104
H4 1.548 0.404 1.670
H5 2.327 1.788 -0.554
H6 -0.169 0.108 0.542
C2 1.359 -1.081 0.037
N1 -1.425 -0.168 -0.026
C3 1.285 1.590 -0.208
H7 1.039 2.527 0.316
H8 2.408 -1.204 -0.349
C4 -2.629 -0.650 -0.377
H9 -3.140 -0.241 -1.303
H10 -3.169 -1.566 0.085

Results of the Löwdin charge analysis, in e, for atoms 1 through 4: atom 1 (H): 0.090, atom 2 (C): -0.184, atom 3 (H): 0.059, atom 4 (H): 0.090

=====

In kcal/mol, relative to the most stable structure: #a 0.0; #b 139.0.

=====

#a
# C4H10N

An isolated ion of composition C4H10N and charge +1 (ωB97M-V/def2-TZVPD, the OMol25 dataset).

Output
Structure (SMILES)   C=CCC[NH3+]
Lowest unoccupied orbital energy   -0.137 Ha
Net charge   +1

Element x y z (Å)
C1 1.101 -0.856 -0.090
H1 -0.196 -1.135 -1.778
C2 -1.082 1.772 1.040
H2 -0.419 1.788 1.898
H3 -0.766 -1.456 0.753
N1 0.739 -0.771 -1.541
H4 -1.806 2.527 0.790
C3 -0.847 0.703 0.260
H5 0.089 -0.515 1.802
H6 1.505 -1.832 0.171
H7 1.898 -0.154 0.143
C4 -0.171 -0.536 0.739
H8 0.593 0.217 -1.787
H9 -1.641 0.565 -0.485
H10 1.434 -1.243 -2.097

Results of the Löwdin charge analysis, in e, for atoms 1 through 4: atom 1 (C): -0.138, atom 2 (H): 0.179, atom 3 (C): 0.072, atom 4 (H): 0.077

=====

#b
# C4H10N

An isolated ion of composition C4H10N and charge +1 (ωB97M-V/def2-TZVPD, the OMol25 dataset).

Output
Structure (SMILES)   CC/C=C/[NH3+]
Lowest unoccupied orbital energy   -0.148 Ha
Net charge   +1

Element x y z (Å)
H1 0.284 2.223 -0.227
C1 -0.762 -0.400 -0.203
C2 0.658 1.819 0.808
H2 -2.501 -1.358 -0.477
N1 -1.617 -1.369 -0.895
H3 -1.508 -2.394 -0.504
C3 1.422 0.540 0.521
H4 -1.913 -1.251 -1.861
H5 1.948 0.000 1.356
H6 2.364 0.685 -0.097
H7 1.099 -1.160 -0.941
C4 0.600 -0.553 -0.157
H8 1.451 2.487 1.067
H9 -0.057 1.762 1.587
H10 -1.351 0.149 0.541

Results of the Löwdin charge analysis, in e, for atoms 1 through 4: atom 1 (H): 0.131, atom 2 (C): -0.104, atom 3 (C): -0.105, atom 4 (H): 0.126

=====

#c
# C4H10N

A 2-piece molecular cluster, C4H10N overall (ωB97M-V/def2-TZVPD, the OMol25 dataset).

Output
Lowest unoccupied orbital energy   -0.327 Ha
Net charge   +1

Element x y z (Å)
H1 0.107 0.690 0.053
C1 -1.603 -0.154 0.690
H2 1.866 1.590 -1.606
C2 -0.119 0.089 1.038
C3 0.982 1.196 -2.165
N1 0.108 0.498 -1.675
C4 0.756 -1.120 0.924
H3 0.326 -1.814 0.159
H4 -2.233 0.570 1.221
H5 -1.997 -1.146 0.963
H6 0.990 1.798 -3.095
H7 0.990 -1.947 1.594
H8 -1.917 -0.068 -0.367
H9 0.071 0.719 1.896
H10 1.673 -0.902 0.370

Results of the Löwdin charge analysis, in e, for atoms 1 through 4: atom 1 (H): 0.091, atom 2 (C): -0.090, atom 3 (H): 0.168, atom 4 (C): -0.219

=====

#d
# C4H10N

An isolated ion of composition C4H10N and charge +1 (ωB97M-V/def2-TZVPD, the OMol25 dataset).

Output
Structure (SMILES)   CC/C=C/[NH3+]
Lowest unoccupied orbital energy   -0.145 Ha
Net charge   +1

Element x y z (Å)
H1 -0.519 -1.837 -1.349
C1 -1.097 -1.707 -0.432
N1 0.459 2.303 -0.312
H2 -1.886 -0.966 -0.526
H3 1.288 0.527 -1.209
C2 0.346 0.073 0.696
H4 -0.409 2.463 -0.813
C3 -0.053 -1.362 0.626
H5 -0.370 -1.591 1.654
H6 1.232 2.789 -0.769
H7 0.790 -2.064 0.679
C4 0.744 0.838 -0.326
H8 -1.501 -2.695 -0.233
H9 0.512 2.657 0.648
H10 0.461 0.572 1.665

Results of the Löwdin charge analysis, in e, for atoms 1 through 4: atom 1 (H): 0.079, atom 2 (C): -0.079, atom 3 (N): 0.202, atom 4 (H): 0.080

=====

In kcal/mol, relative to the most stable structure: #a 0.0; #b 21.5; #c 116.2; #d 11.9.

=====

#a
# C4H6

The molecule C4H6 (ωB97M-V/def2-TZVPD, the OMol25 dataset).

Output
Lowest unoccupied orbital energy (alpha / beta)   -0.003 / -0.003 Ha

Element x y z (Å)
C1 0.894 0.628 -0.924
H1 -1.496 0.056 0.596
C2 -0.546 -1.802 1.261
C3 -0.544 -0.569 0.806
H2 0.569 1.292 -1.724
H3 1.858 1.029 -0.589
H4 1.023 -0.363 -1.359
C4 -0.034 0.590 0.250
H5 -0.357 1.549 0.658
H6 -1.404 -2.437 1.024

Results of the Löwdin charge analysis, in e, for atoms 1 through 4: atom 1 (C): -0.082, atom 2 (H): 0.169, atom 3 (C): 0.065, atom 4 (C): -0.347

=====

#b
# C4H6

The molecule C4H6 (ωB97M-V/def2-TZVPD, the OMol25 dataset).

Output
Structure (SMILES)   C=C1CC1
Lowest unoccupied orbital energy   0.033 Ha

Element x y z (Å)
H1 -1.334 1.179 -0.841
C1 -0.927 0.691 0.027
H2 -0.981 1.407 0.956
C2 -0.930 -0.756 0.002
C3 1.774 0.015 0.230
H3 2.168 0.980 -0.108
C4 0.318 -0.045 -0.093
H4 -1.158 -1.129 -0.913
H5 2.323 -0.947 -0.031
H6 -1.253 -1.394 0.771

Results of the Löwdin charge analysis, in e, for atoms 1 through 4: atom 1 (H): 0.094, atom 2 (C): -0.154, atom 3 (H): 0.154, atom 4 (C): -0.149

=====

#c
# C4H6

The molecule C4H6 (ωB97M-V/def2-TZVPD, the OMol25 dataset).

Output
Structure (SMILES)   C#CCC
Lowest unoccupied orbital energy   0.037 Ha

Element x y z (Å)
H1 -0.778 -0.735 1.416
C1 2.139 -0.549 -0.344
H2 -0.087 -1.420 -0.034
C2 1.072 -0.485 0.240
H3 -0.281 1.705 -0.291
H4 2.559 -1.127 -1.138
C3 -1.013 0.918 -0.054
C4 -0.318 -0.360 0.508
H5 -1.728 1.353 0.663
H6 -1.565 0.700 -0.967

Results of the Löwdin charge analysis, in e, for atoms 1 through 4: atom 1 (H): 0.100, atom 2 (C): 0.050, atom 3 (H): 0.171, atom 4 (C): -0.248

=====

In kcal/mol, relative to the most stable structure: #a 40.5; #b 0.0; #c 7.9.

=====

#a
# C7H12N

An isolated ion of composition C7H12N and charge +1 (ωB97M-V/def2-TZVPD, the OMol25 dataset).

Output
Structure (SMILES)   CC1=C(C=[N+](C)C)C1
Lowest unoccupied orbital energy   -0.197 Ha
Net charge   +1

Element x y z (Å)
H1 2.301 -1.624 1.012
N1 1.498 -0.107 -0.064
C1 -2.066 -1.116 -0.853
H2 -2.583 0.883 1.279
H3 -1.625 2.191 0.370
C2 -2.308 1.326 0.317
H4 1.094 -1.906 -0.911
C3 1.164 1.203 0.420
C4 2.577 -0.856 0.350
H5 -2.510 -1.316 -1.829
H6 3.380 -0.147 0.780
C5 -1.608 0.253 -0.439
C6 -0.651 -0.625 -0.774
H7 -2.191 -2.014 -0.203
H8 2.979 -1.366 -0.483
H9 0.432 1.093 1.197
H10 0.643 1.791 -0.301
H11 -3.351 1.643 -0.062
H12 2.158 1.642 0.732
C7 0.665 -0.947 -0.539

Results of the Löwdin charge analysis, in e, for atoms 1 through 4: atom 1 (H): 0.099, atom 2 (N): -0.160, atom 3 (C): -0.021, atom 4 (H): 0.111

=====

#b
# C7H12N

An isolated ion of composition C7H12N and charge +1 (ωB97M-V/def2-TZVPD, the OMol25 dataset).

Output
Structure (SMILES)   C[C@@H]1C2=[N+]1CC[C@@H]2C
Lowest unoccupied orbital energy   -0.149 Ha
Net charge   +1

Element x y z (Å)
H1 -2.109 1.145 -0.157
C1 -0.123 1.668 0.673
C2 1.125 0.911 0.185
H2 -0.412 -2.020 -1.339
C3 -1.031 -2.963 0.573
H3 -2.107 -2.815 0.350
H4 -0.106 2.601 0.171
N1 -0.689 -0.374 -0.086
C4 0.581 -0.363 -0.205
H5 -0.088 1.743 1.870
C5 -0.467 -1.768 -0.260
H6 2.477 2.138 -1.038
H7 2.074 0.704 -1.725
H8 -0.822 -2.642 1.654
H9 -0.694 -3.919 0.281
H10 1.954 0.869 0.862
H11 0.554 1.860 -1.621
H12 -1.734 0.544 1.382
C6 1.535 1.507 -1.168
C7 -1.334 0.790 0.476

Results of the Löwdin charge analysis, in e, for atoms 1 through 4: atom 1 (H): 0.135, atom 2 (C): -0.096, atom 3 (C): -0.308, atom 4 (H): 0.138

=====

In kcal/mol, relative to the most stable structure: #a 0.0; #b 15.0.

=====

#a
# C7H12N

An isolated ion of composition C7H12N and charge +1 (ωB97M-V/def2-TZVPD, the OMol25 dataset).

Output
Structure (SMILES)   C=C[C@]12C[C@H]1[C@]2(C)[NH3+]
Lowest unoccupied orbital energy   -0.129 Ha
Net charge   +1

Element x y z (Å)
H1 1.330 1.274 -1.608
C1 -0.473 -0.695 0.111
C2 -2.471 0.664 -0.398
H2 0.985 -1.276 1.939
H3 -1.815 1.564 -0.557
C3 0.241 -1.956 -0.094
C4 -1.909 -0.487 0.005
H4 -0.378 1.950 0.389
H5 -2.582 -1.282 0.354
C5 1.716 0.354 -1.034
H6 0.681 1.566 1.822
C6 0.711 0.243 0.116
H7 -0.119 -2.825 0.432
H8 -3.586 0.593 -0.243
H9 0.761 -2.189 -0.983
C7 0.760 -1.004 0.921
H10 1.254 2.102 0.393
H11 1.669 -0.555 -1.705
N1 0.539 1.603 0.788
H12 2.686 0.355 -0.647

Results of the Löwdin charge analysis, in e, for atoms 1 through 4: atom 1 (H): 0.126, atom 2 (C): -0.274, atom 3 (C): 0.032, atom 4 (H): 0.147

=====

#b
# C7H12N

An isolated ion of composition C7H12N and charge +1 (ωB97M-V/def2-TZVPD, the OMol25 dataset).

Output
Structure (SMILES)   C/[NH+]=C/CC1(C)C=C1
Lowest unoccupied orbital energy   -0.171 Ha
Net charge   +1

Element x y z (Å)
C1 -2.896 0.205 0.835
H1 1.848 -0.049 0.615
C2 -1.454 0.670 0.317
H2 -3.384 1.537 -0.829
C3 2.996 -1.156 -0.644
H3 -1.175 2.525 1.434
H4 -0.271 1.280 2.075
C4 -0.597 1.631 1.102
N1 1.767 -0.710 -0.231
H5 0.862 -1.340 -1.914
C5 -2.791 1.120 -0.063
H6 -0.966 -1.344 0.253
H7 -3.149 -0.213 1.773
H8 0.244 1.993 0.501
C6 0.738 -0.846 -0.938
C7 -0.689 -0.484 -0.482
H9 -1.345 -0.806 -1.418
H10 3.041 -2.254 -0.853
H11 3.359 -0.742 -1.612
H12 3.859 -1.017 0.079

Results of the Löwdin charge analysis, in e, for atoms 1 through 4: atom 1 (C): 0.098, atom 2 (H): 0.225, atom 3 (C): -0.437, atom 4 (H): 0.105

=====

In kcal/mol, relative to the most stable structure: #a 0.0; #b 19.0.